DFT (wB97M-V/def2-TZVPD) results for a molecular structure, C26H39N6SiTc.

Geometry (Å):
Tc1 0.04 0.61 0.32
Si1 -0.60 -3.43 1.30
N1 -0.03 -0.88 -1.99
N2 2.95 -1.17 -0.94
N3 1.18 1.59 -1.32
N4 -1.61 1.20 -0.90
N5 -0.24 2.77 0.93
N6 1.64 0.10 1.71
C1 0.53 2.50 4.33
C2 -1.32 1.15 3.58
C3 -1.02 -0.28 -2.70
C4 -0.83 2.19 4.35
C5 1.41 1.80 3.51
C6 0.97 3.09 -1.19
C7 -2.36 2.39 -0.45
C8 -0.44 0.43 2.77
C9 -2.36 -2.82 1.57
C10 -3.22 1.02 -2.75
C11 -0.60 -5.24 0.88
C12 0.57 -3.10 2.72
C13 0.01 -2.57 -0.32
C14 -1.97 0.65 -2.01
C15 0.91 0.76 2.75
C16 0.81 3.54 0.23
C17 -0.95 -0.36 -4.08
C18 1.45 -3.04 -0.78
C19 1.19 -1.46 -3.94
C20 1.09 -1.39 -2.57
C21 -0.03 -1.06 -0.52
C22 2.04 -1.85 -1.49
C23 -1.65 3.15 0.70
C24 2.52 1.20 -1.94
C25 3.39 0.17 -1.23
C26 0.13 -0.97 -4.70
H1 -3.05 1.91 -3.38
H2 -2.18 2.95 1.63
H3 -0.79 -0.46 2.23
H4 -2.81 -3.33 2.42
H5 1.79 3.62 -1.67
H6 -0.69 -2.98 -1.06
H7 -1.02 -5.81 1.71
H8 -1.73 4.22 0.51
H9 4.32 0.10 -1.81
H10 -2.46 -1.75 1.74
H11 -1.50 2.74 5.00
H12 -0.08 2.90 1.93
H13 0.55 1.38 -2.08
H14 1.35 -3.91 -1.42
H15 1.74 3.39 0.79
H16 1.63 -3.11 2.42
H17 0.47 -3.93 3.43
H18 0.06 3.33 -1.75
H19 -3.36 2.09 -0.11
H20 -2.97 -3.05 0.69
H21 -3.56 0.21 -3.39
H22 2.07 -1.88 -4.40
H23 -1.73 0.10 -4.68
H24 0.37 -2.20 3.31
H25 2.31 0.89 -2.97
H26 0.41 -5.63 0.71
H27 0.17 -1.03 -5.78
H28 1.63 -0.91 1.85
H29 -2.50 3.05 -1.30
H30 -2.37 0.87 3.63
H31 0.60 4.61 0.24
H32 2.10 -3.28 0.07
H33 2.61 0.38 1.61
H34 3.13 2.10 -2.02
H35 -1.20 -5.47 0.00
H36 3.72 0.59 -0.28
H37 -4.03 1.27 -2.06
H38 2.47 2.05 3.50
H39 0.91 3.30 4.95

Energy above the lowest of the compared OMol25 structures with the same formula, charge and spin (kcal/mol): 25.7
HOMO level (spin up / spin down) (eV): -17.69 / -17.72
Calculated total energy (hartree): -1711.9906
Charge: +3
LUMO level (spin up / spin down) (eV): -10.05 / -10.25
Multiplicity: 2